No. 1
Here is a single C19H25N3O3 molecule in a non-equilibrium geometry from the OMol25 dataset. Energies are from wB97M-V/def2-TZVPD.

Summary:
**HOMO energy**: -7.39 eV
**Relative energy (zero: lowest compared OMol25 entry of this formula, charge and spin)**: 59.3 kcal per mole
**Gap between HOMO and LUMO**: 7.880 eV
**E_tot**: -30722.0688 eV
**Structure (SMILES)**: CCN(c1ccc(NC(=O)CCNC(=O)c2ccco2)cc1)C(C)C

Each line ends with the Mulliken charge.
Atoms and positions in Å:
C1 4.404 0.222 -1.562  -1.58
C2 3.733 -0.002 -2.913  -0.29
N1 2.446 0.662 -3.046  0.56
C3 1.417 0.203 -2.193  -0.49
C4 1.397 0.638 -0.867  -0.77
C5 0.404 0.232 -0.001  -0.63
C6 -0.617 -0.610 -0.438  0.71
N2 -1.592 -0.978 0.494  0.04
C7 -2.683 -1.754 0.318  0.67
O1 -3.007 -2.314 -0.709  -0.67
C8 -3.513 -1.882 1.599  -0.83
C9 -4.012 -0.519 2.119  -0.84
N3 -3.688 -0.304 3.513  -0.13
C10 -2.442 0.026 3.911  0.21
O2 -1.513 0.197 3.133  -0.84
C11 -2.281 0.179 5.361  0.45
C12 -1.172 0.526 6.088  -0.37
C13 -1.573 0.527 7.441  -0.48
C14 -2.891 0.182 7.441  -0.44
O3 -3.332 -0.031 6.194  -0.38
C15 -0.626 -1.026 -1.764  -0.80
C16 0.381 -0.624 -2.622  0.02
C17 2.055 1.023 -4.403  0.10
C18 2.319 -0.041 -5.478  -1.41
C19 2.744 2.338 -4.786  -1.55
H1 5.410 -0.193 -1.590  0.43
H2 4.473 1.285 -1.347  0.34
H3 3.854 -0.268 -0.765  0.39
H4 3.641 -1.089 -3.083  0.29
H5 4.386 0.404 -3.686  0.42
H6 2.157 1.321 -0.523  0.52
H7 0.399 0.577 1.023  0.44
H8 -1.450 -0.571 1.421  0.04
H9 -4.347 -2.551 1.390  0.34
H10 -2.882 -2.349 2.359  0.36
H11 -5.093 -0.438 2.006  0.44
H12 -3.545 0.289 1.547  0.44
H13 -4.381 -0.508 4.215  0.28
H14 -0.204 0.748 5.690  0.54
H15 -0.967 0.752 8.294  0.45
H16 -3.599 0.058 8.237  0.47
H17 -1.415 -1.668 -2.117  0.54
H18 0.349 -0.968 -3.645  0.32
H19 0.977 1.215 -4.364  0.49
H20 1.937 -1.013 -5.174  0.38
H21 1.825 0.248 -6.402  0.43
H22 3.383 -0.142 -5.678  0.32
H23 2.541 3.092 -4.031  0.37
H24 3.820 2.208 -4.863  0.29
H25 2.371 2.689 -5.745  0.44

No. 2
Here is a molecular structure, C19H25N5O3Pd in a non-equilibrium geometry from the OMol25 dataset. Energies are from wB97M-V/def2-TZVPD.

Summary:
**HOMO energy (spin up / spin down)**: -13.89 / -13.89 eV
**Relative energy (zero: lowest compared OMol25 entry of this formula, charge and spin)**: 0.0 kcal per mole
**Gap between HOMO and LUMO (spin up / spin down)**: 7.965 / 4.949 eV
**E_tot**: -37164.0929 eV
**Charge**: +2
**Spin multiplicity**: 3

Each line ends with the Mulliken charge.
Atoms and positions in Å:
Pd1 0.006 0.491 0.422  0.45
C1 -3.913 0.008 -3.309  -1.00
N1 -2.947 -0.669 -2.437  0.07
C2 -2.744 -2.098 -2.635  -1.01
C3 -2.144 -0.059 -1.562  0.98
O1 -1.281 -0.717 -0.931  -0.60
C4 -2.437 1.407 -1.167  -0.76
O2 -1.234 2.106 -0.872  -0.34
C5 -0.347 2.450 -1.925  -0.75
C6 0.798 1.460 -2.164  0.99
O3 0.941 0.414 -1.489  -0.82
N2 1.705 1.855 -3.049  0.07
C7 1.603 3.035 -3.894  -0.92
C8 2.905 1.026 -3.176  -1.00
H1 -4.649 -0.747 -3.583  0.36
H2 -4.427 0.814 -2.831  0.41
H3 -3.435 0.346 -4.217  0.34
H4 -3.636 -2.698 -2.417  0.35
H5 -2.514 -2.323 -3.688  0.39
H6 -1.884 -2.424 -2.042  0.29
H7 -2.988 1.951 -1.925  0.51
H8 -3.004 1.433 -0.236  0.22
H9 -0.893 2.700 -2.845  0.54
H10 0.122 3.396 -1.601  0.46
H11 1.023 3.833 -3.381  0.37
H12 2.604 3.397 -4.125  0.33
H13 1.054 2.783 -4.811  0.32
H14 2.822 0.174 -2.493  0.29
H15 2.984 0.659 -4.196  0.37
H16 3.754 1.671 -2.949  0.36
C9 -0.677 1.836 4.173  -0.92
C10 -0.989 1.657 2.835  0.04
N3 -0.905 0.443 2.243  -0.43
C11 -0.619 -0.663 2.957  0.27
C12 -0.244 -0.547 4.295  0.39
C13 -0.289 0.735 4.919  -0.42
C14 0.445 -1.590 5.005  -0.58
C15 1.275 -2.572 4.552  -0.78
C16 1.971 -2.555 3.288  0.99
C17 2.941 -3.545 2.963  -0.73
C18 3.524 -3.451 1.715  -0.17
N4 3.324 -2.398 0.902  -0.53
C19 2.310 -1.622 1.230  0.07
N5 1.600 -1.654 2.355  -0.18
H17 -0.779 2.851 4.571  0.41
H18 -1.305 2.476 2.210  0.48
H19 -0.758 -1.601 2.424  0.73
H20 0.027 0.847 5.961  0.43
H21 0.269 -1.597 6.102  0.35
H22 1.521 -3.404 5.232  0.34
H23 3.238 -4.323 3.663  0.38
H24 4.231 -4.204 1.367  0.42
H25 2.046 -0.795 0.563  0.16

No. 3
Here is a molecular structure, C19H25NO4SiSr from the OMol25 dataset. Energies are from wB97M-V/def2-TZVPD.

Summary:
**HOMO energy**: -7.21 eV
**Relative energy (zero: lowest compared OMol25 entry of this formula, charge and spin)**: 0.0 kcal per mole
**Gap between HOMO and LUMO**: 7.020 eV
**E_tot**: -38506.2392 eV

Each line ends with the Mulliken charge.
Atoms and positions in Å:
Sr1 0.287 -0.514 -0.536  1.93
C1 1.531 -4.476 -1.873  -1.64
C2 1.106 -3.149 -2.471  1.75
C3 0.672 -3.277 -3.919  -1.80
O1 -0.073 -2.679 -1.693  -0.52
C4 2.287 -2.116 -2.406  0.27
O2 3.330 -2.553 -2.863  -0.66
O3 2.065 -0.948 -1.948  -0.89
H1 0.760 -5.234 -2.038  0.44
H2 1.707 -4.381 -0.801  0.29
H3 2.454 -4.802 -2.348  0.37
H4 -0.094 -4.051 -4.027  0.47
H5 1.534 -3.560 -4.521  0.39
H6 0.278 -2.334 -4.299  0.34
H7 -0.775 -3.318 -1.834  0.20
C5 1.816 -0.048 4.101  -1.01
Si1 0.541 -0.864 2.987  -0.13
C6 1.408 -2.238 2.016  -1.30
C7 -0.761 -1.673 4.075  -1.03
N1 -0.097 0.178 1.796  -0.07
C8 -0.908 1.266 1.905  0.64
C9 -1.313 1.822 3.141  -0.04
C10 -2.157 2.912 3.257  -0.96
C11 -2.674 3.541 2.135  -0.62
C12 -2.311 3.048 0.888  -0.41
C13 -1.454 1.974 0.801  -0.25
O4 -1.146 1.489 -0.513  -0.49
C14 -0.918 2.375 -1.561  0.26
C15 -0.017 3.418 -1.404  0.14
C16 0.249 4.220 -2.503  -0.70
C17 -0.367 3.973 -3.724  -0.49
C18 -1.259 2.921 -3.853  -0.49
C19 -1.550 2.109 -2.761  -0.59
H8 2.183 -0.738 4.865  0.34
H9 1.404 0.823 4.613  0.33
H10 2.677 0.296 3.523  0.30
H11 1.944 -2.916 2.683  0.43
H12 2.164 -1.864 1.315  0.34
H13 0.700 -2.861 1.456  0.24
H14 -0.304 -2.375 4.776  0.35
H15 -1.484 -2.228 3.472  0.29
H16 -1.324 -0.943 4.660  0.34
H17 -0.934 1.362 4.046  0.26
H18 -2.410 3.267 4.248  0.39
H19 -3.340 4.388 2.222  0.38
H20 -2.688 3.500 -0.020  0.45
H21 0.451 3.590 -0.445  0.53
H22 0.951 5.038 -2.405  0.37
H23 -0.144 4.604 -4.574  0.40
H24 -1.738 2.730 -4.804  0.40
H25 -2.256 1.293 -2.836  0.45

No. 4
Here is a molecular structure, C19H26BN12STi in a non-equilibrium geometry from the OMol25 dataset. Energies are from wB97M-V/def2-TZVPD.

Summary:
**HOMO energy (spin up / spin down)**: -12.52 / -13.33 eV
**Gap between HOMO and LUMO (spin up / spin down)**: 5.642 / 2.113 eV
**E_tot**: -72616.8485 eV
**Charge**: +2
**Spin multiplicity**: 4

Each line ends with the Mulliken charge.
Atoms and positions in Å:
Ti1 11.520 9.221 9.111  -0.15
C1 13.454 6.512 8.380  -1.38
C2 14.011 7.909 8.218  1.03
C3 15.327 8.284 7.618  -1.54
C4 15.425 9.639 7.902  0.02
N1 14.408 10.092 8.692  0.47
N2 13.530 8.924 8.875  -0.25
B1 13.837 11.570 8.523  0.49
N3 12.669 11.596 7.501  -0.02
C5 12.474 12.177 6.269  -0.10
C6 11.664 11.367 5.452  -1.20
C7 11.243 10.255 6.271  0.60
C8 10.364 9.087 5.889  -1.03
N4 11.741 10.427 7.533  0.37
N5 13.084 11.755 9.935  0.01
C9 13.291 12.463 11.049  0.02
C10 12.650 11.907 12.132  -1.43
C11 11.944 10.772 11.670  0.86
C12 11.124 9.829 12.495  -1.17
N6 12.145 10.630 10.344  0.30
N7 15.069 12.472 8.235  0.48
C13 16.245 12.452 8.996  -0.07
C14 16.714 13.756 9.092  -1.17
C15 15.825 14.541 8.277  0.69
C16 15.889 16.042 8.111  -1.13
N8 14.821 13.834 7.815  -0.97
H1 13.926 5.796 7.713  0.41
H2 12.341 6.450 8.211  0.18
H3 13.583 6.151 9.381  0.32
H4 16.008 7.546 7.211  0.48
H5 16.222 10.370 7.692  0.64
H6 13.048 13.069 6.103  0.57
H7 11.438 11.521 4.354  0.40
H8 10.396 8.964 4.827  0.41
H9 9.302 9.146 6.227  0.15
H10 10.785 8.112 6.325  0.17
H11 13.883 13.372 10.996  0.50
H12 12.749 12.120 13.208  0.42
H13 11.430 9.896 13.573  0.40
H14 11.116 8.789 12.095  0.12
H15 10.072 10.164 12.523  0.26
H16 16.554 11.486 9.400  0.46
H17 17.621 14.064 9.656  0.38
H18 16.928 16.293 7.928  0.36
H19 15.564 16.531 9.039  0.25
H20 15.343 16.413 7.209  0.32
C17 6.280 10.053 8.926  -1.16
C18 7.085 8.879 9.146  0.78
N9 6.670 7.659 9.093  -0.60
N10 7.753 6.880 9.374  0.20
C19 8.818 7.631 9.692  0.26
S1 10.406 7.162 10.091  -0.15
N11 8.393 8.941 9.594  0.33
N12 9.376 10.009 9.380  -0.49
H21 6.167 10.205 7.843  0.34
H22 6.755 10.915 9.333  0.35
H23 5.242 9.888 9.335  0.36
H24 7.639 5.862 9.494  0.24
H25 9.118 10.679 8.677  0.32
H26 9.404 10.466 10.284  0.31

- What is the formula in the first record?
  C19H25N3O3